This record from the Open Molecules 2025 dataset describes a structure of composition C33H57BaN7O7P2Sb at a distorted geometry. The level of theory is wB97M-V/def2-TZVPD.

XYZ file:
```
108
Properties=species:S:1:pos:R:3:forces:R:3
Ba 1.261305 -0.342070 -0.010218 -2.414 -7.481 -9.795
N 1.593923 -2.918135 0.507929 0.139 -1.001 0.621
C 0.980415 -4.038790 -0.209332 0.072 0.229 -0.153
C 1.588385 -4.184184 -1.603152 -0.073 0.036 0.026
N 1.709515 -2.921716 -2.342189 0.000 0.018 -0.072
C 3.063773 -2.730034 -2.864190 -0.002 -0.007 0.166
C 4.077530 -2.421275 -1.768541 -0.269 0.110 -0.100
N 3.728665 -1.159910 -1.113101 0.482 -0.104 0.089
C 0.715184 -2.802519 -3.401424 -0.030 0.033 0.135
C -0.704253 -2.591145 -2.897584 0.060 0.104 -0.039
N -0.864485 -1.266627 -2.273547 0.111 -0.140 0.162
H 2.548564 -3.137759 0.777561 0.042 -0.059 -0.024
H 1.105787 -2.767755 1.390119 0.030 -0.322 0.089
H -0.085324 -3.821837 -0.289124 -0.039 -0.012 0.037
H 1.080276 -4.991640 0.319555 -0.063 -0.029 0.000
H 0.984406 -4.903404 -2.171321 0.048 -0.037 -0.001
H 2.578018 -4.635503 -1.501077 0.007 -0.003 -0.021
H 3.042751 -1.875303 -3.545498 0.007 -0.025 -0.057
H 3.401279 -3.605586 -3.439880 0.021 0.025 -0.049
H 5.078207 -2.410949 -2.210142 0.028 -0.049 0.009
H 4.065731 -3.213246 -1.018848 0.061 -0.008 0.011
H 4.047429 -0.363455 -1.653850 -0.038 -0.002 -0.025
H 4.188935 -1.090559 -0.209971 0.196 -0.009 -0.092
H 0.717975 -3.685026 -4.060874 0.024 0.015 -0.037
H 0.984236 -1.937542 -4.016260 0.009 -0.032 -0.049
H -0.957924 -3.349810 -2.156946 -0.034 -0.022 -0.018
H -1.380429 -2.732373 -3.747458 -0.036 -0.024 0.018
H -1.806362 -1.184203 -1.906556 -0.015 0.118 -0.062
H -0.744340 -0.544026 -2.977969 -0.071 0.050 0.028
N -1.613376 3.002819 -4.048609 0.064 0.029 0.125
C -0.751984 4.026107 -4.678584 0.134 -0.010 0.015
C -0.126512 4.911732 -3.590024 -0.059 -0.127 0.041
C 0.943778 4.179584 -2.781274 0.002 0.011 -0.239
N 0.309599 3.053940 -2.008365 0.040 0.077 -0.091
C 2.023387 3.605301 -3.693232 0.026 -0.085 0.108
C 1.479027 2.689181 -4.786823 -0.044 0.096 -0.055
N 1.041578 1.407520 -4.200504 -0.003 0.009 0.064
C 0.345976 3.393736 -5.541138 -0.091 -0.127 0.058
H -2.470270 3.437712 -3.722005 -0.024 -0.028 -0.037
H -0.392547 2.605950 -2.635998 -0.027 0.012 0.089
H -1.878148 2.296560 -4.725313 0.005 0.003 0.010
H -1.350877 4.659881 -5.338985 0.047 0.083 0.004
H -0.905418 5.309359 -2.932167 0.012 0.017 -0.013
H 0.352830 5.766352 -4.069607 -0.017 0.052 0.038
H 1.413797 4.825898 -2.042862 -0.026 0.041 0.018
H -0.137906 3.404270 -1.162640 0.004 -0.029 0.025
H 1.055101 2.377998 -1.744068 -0.142 0.013 -0.032
H 2.765229 3.077627 -3.087537 0.027 0.056 -0.022
H 2.528965 4.450683 -4.162446 0.039 0.002 0.010
H 2.283085 2.522790 -5.511984 0.048 0.036 0.027
H 1.778733 1.042558 -3.600929 0.011 -0.027 -0.084
H 0.897278 0.728143 -4.939669 -0.009 0.002 0.011
H -0.104698 2.709343 -6.266927 0.013 0.012 -0.008
H 0.800018 4.203554 -6.117012 -0.010 -0.025 -0.074
O 0.933275 1.774134 0.830332 0.898 2.944 1.374
P 2.405624 2.146841 0.207194 1.310 2.261 -0.560
O 2.614076 3.587711 0.117052 -0.031 0.126 0.191
O 2.381593 1.365466 -1.099504 0.956 1.873 -0.907
O 3.420410 1.348821 1.192013 -0.998 -0.266 0.088
P 3.130011 0.225839 2.369896 1.141 -0.189 1.116
O 4.192810 -0.899995 1.930492 -0.214 0.108 -0.040
O 3.398995 0.743898 3.704380 -0.075 0.133 -0.048
O 1.772582 -0.405404 2.029189 1.882 0.653 5.034
H 1.177778 1.142779 1.546290 -1.082 1.117 1.352
H 4.916142 -0.874467 2.565688 0.265 -0.099 0.063
C -3.167308 -0.678077 4.697186 0.003 0.000 -0.029
C -3.886338 -0.338777 3.418961 -0.006 -0.020 -0.012
C -5.276790 -0.224593 3.435938 -0.005 -0.002 -0.011
C -6.003234 0.057678 2.289405 0.008 -0.014 0.015
C -5.344636 0.231364 1.082444 0.027 -0.007 0.005
C -3.962883 0.121054 1.050834 0.052 0.024 0.041
C -3.220028 -0.153643 2.199884 -0.026 -0.045 -0.141
Sb -1.090395 -0.249989 1.928109 -2.613 0.066 1.538
C -0.650252 1.285276 3.369122 0.221 -0.070 0.028
C 0.175528 1.085071 4.471968 -0.012 0.011 -0.014
C 0.546762 2.136559 5.298870 -0.016 -0.073 -0.035
C 0.102204 3.413667 5.013906 -0.038 0.033 -0.022
C -0.710558 3.626937 3.910106 0.030 0.026 0.054
C -1.097776 2.585492 3.075094 0.006 -0.093 -0.022
C -1.980736 2.908083 1.897255 -0.028 -0.025 0.016
C -0.785534 -2.207734 2.762638 0.060 0.115 0.191
C 0.134475 -2.467341 3.780376 0.015 -0.012 -0.067
C 0.351522 -3.756231 4.244305 -0.019 0.002 -0.026
C -0.354598 -4.810738 3.685827 -0.002 0.010 0.004
C -1.258103 -4.565496 2.664639 -0.011 -0.005 0.002
C -1.487338 -3.277014 2.184068 -0.022 -0.026 0.004
C -2.488842 -3.091748 1.070418 0.013 -0.052 0.072
H -3.858655 -0.672321 5.538131 -0.004 -0.006 0.008
H -2.370422 0.035273 4.909276 0.004 -0.008 -0.003
H -2.714663 -1.670767 4.640350 0.007 0.021 0.001
H -5.799193 -0.364626 4.374702 -0.002 0.004 0.006
H -7.081260 0.137732 2.339412 -0.002 0.004 0.008
H -5.899653 0.450224 0.179248 0.003 -0.004 -0.004
H -3.446207 0.258570 0.104061 -0.007 0.012 -0.004
H 0.561614 0.103111 4.699089 -0.007 0.045 0.010
H 1.200828 1.950602 6.139522 0.009 0.008 0.003
H 0.398231 4.247980 5.635789 -0.006 0.005 0.005
H -1.040748 4.632600 3.677642 -0.015 0.003 0.009
H -1.934812 3.974372 1.674069 0.014 -0.011 -0.013
H -3.021531 2.652261 2.099936 -0.024 -0.011 -0.001
H -1.689365 2.356824 0.997237 0.024 0.012 0.006
H 0.714683 -1.663158 4.207483 0.007 -0.039 -0.014
H 1.069096 -3.932168 5.034758 -0.001 0.003 0.012
H -0.202274 -5.821267 4.041490 0.008 -0.005 -0.005
H -1.805309 -5.391943 2.225726 0.006 -0.003 -0.009
H -2.713208 -4.048318 0.598726 0.018 0.001 -0.021
H -2.117164 -2.410019 0.297798 -0.009 0.004 -0.008
H -3.424242 -2.672567 1.443819 0.015 -0.002 -0.025
```
Forces are in eV/Å.

DFT total energy = -85721.0714 eV
Relative energy (zero: lowest compared OMol25 entry of this formula, charge and spin) = 479.4 kJ/mol
Total charge = +1
Kohn-Sham gap = 8.3 eV
Lowest unoccupied orbital energy = -2.20 eV

Löwdin population analysis, charges in e, atoms 1 to 2: atom 1 (Ba): 1.927, atom 2 (N): -0.107